1.
{
  "formula": "C2H2O2S",
  "method": "ωB97M-V/def2-TZVPD",
  "species": ["C", "C", "O", "O", "S", "H", "H"],
  "positions_angstrom": [[-3.744, -0.543, -0.768], [-0.438, 0.324, -0.915], [-3.728, -1.163, 0.146], [-0.938, 1.920, 1.136], [-1.454, 1.400, -0.151], [-0.872, -0.344, -1.685], [0.354, -0.158, -0.391]],
  "atomic_forces_ev_per_a": [[-0.2, 1.3, -2.2], [-2.5, 0.1, 0.9], [0.0, -1.5, 2.2], [-0.3, -0.3, -0.9], [2.0, -0.9, -0.4], [0.1, 1.1, 0.1], [0.9, 0.3, 0.4]],
  "max_force_ev_per_a": 2.679
}

2.
{
  "formula": "C5H10NO",
  "method": "ωB97M-V/def2-TZVPD",
  "species": ["O", "C", "C", "C", "C", "C", "N", "H", "H", "H", "H", "H", "H", "H", "H", "H", "H"],
  "positions_angstrom": [[2.187, 0.615, 0.606], [1.078, 0.403, 1.007], [0.256, -0.820, 0.517], [-1.216, -0.525, 0.824], [-1.589, 0.568, -0.168], [-0.885, 0.314, -1.484], [0.350, -0.535, -1.008], [0.662, 1.026, 1.804], [0.623, -1.815, 0.741], [-1.192, -0.217, 1.888], [-1.969, -1.338, 0.727], [-1.236, 1.526, 0.244], [-2.693, 0.565, -0.296], [-1.324, -0.237, -2.296], [-0.375, 1.205, -1.839], [0.505, -1.387, -1.549], [1.210, 0.002, -1.181]],
  "atomic_forces_ev_per_a": [[-0.4, 0.1, -0.5], [1.2, -0.9, 1.4], [-1.2, 1.7, -1.8], [-0.1, -0.8, 0.4], [-1.3, 0.6, 0.4], [2.4, -0.4, 1.0], [0.4, -0.7, -0.4], [-0.4, 0.1, 0.1], [0.4, 0.1, 0.2], [-0.6, 0.1, -0.6], [1.0, 0.0, 0.1], [-0.4, -0.1, -0.4], [0.8, 0.4, 0.1], [-0.7, -0.1, 0.0], [-0.6, 0.2, -0.4], [-0.5, -0.1, 0.0], [0.0, -0.2, 0.2]],
  "charge": 1,
  "max_force_ev_per_a": 2.745,
  "smiles": "O=C[C@H]1CCC[NH2+]1"
}

3.
{
  "formula": "AlH4O2",
  "method": "ωB97M-V/def2-TZVPD",
  "species": ["Al", "O", "H", "H", "O", "H", "H"],
  "positions_angstrom": [[21.843, -0.991, -6.976], [23.485, -1.023, -4.802], [23.343, -1.112, -3.806], [24.222, -0.354, -4.905], [24.008, -2.551, -7.643], [23.954, -3.526, -7.903], [24.535, -2.114, -8.378]],
  "atomic_forces_ev_per_a": [[1.9, -1.0, 1.0], [0.2, -0.1, -0.9], [-0.6, 0.3, -0.5], [-0.4, -0.1, 0.2], [-0.5, 0.7, -0.1], [-0.4, 0.4, 0.1], [-0.2, -0.3, 0.2]],
  "charge": 3,
  "max_force_ev_per_a": 2.319
}

4.
{
  "formula": "C44H114N8O14",
  "method": "ωB97M-V/def2-TZVPD",
  "species": ["C", "O", "C", "C", "C", "N", "H", "H", "H", "H", "H", "H", "H", "H", "H", "H", "H", "C", "O", "C", "C", "C", "N", "H", "H", "H", "H", "H", "H", "H", "H", "H", "H", "H", "C", "O", "C", "C", "C", "N", "H", "H", "H", "H", "H", "H", "H", "H", "H", "H", "H", "C", "O", "C", "C", "N", "C", "C", "O", "C", "H", "H", "H", "H", "H", "H", "H", "H", "H", "H", "H", "H", "H", "H", "H", "C", "O", "C", "C", "N", "C", "C", "O", "C", "H", "H", "H", "H", "H", "H", "H", "H", "H", "H", "H", "H", "H", "H", "H", "C", "O", "C", "C", "N", "C", "C", "O", "C", "H", "H", "H", "H", "H", "H", "H", "H", "H", "H", "H", "H", "H", "H", "H", "C", "O", "C", "C", "N", "C", "C", "O", "C", "H", "H", "H", "H", "H", "H", "H", "H", "H", "H", "H", "H", "H", "H", "H", "C", "O", "C", "C", "N", "C", "C", "O", "C", "H", "H", "H", "H", "H", "H", "H", "H", "H", "H", "H", "H", "H", "H", "H", "C", "C", "O", "H", "H", "H", "H", "H", "H"],
  "positions_angstrom": [[4.235, 0.886, -3.977], [4.082, 1.647, -2.799], [2.735, 1.858, -2.468], [2.564, 3.055, -1.521], [3.328, 2.877, -0.235], [1.189, 3.430, -1.205], [5.258, 0.501, -4.003], [4.155, 1.533, -4.854], [3.650, -0.033, -3.865], [2.115, 2.046, -3.354], [2.300, 0.943, -2.037], [3.006, 3.905, -2.053], [3.084, 3.668, 0.475], [4.415, 2.900, -0.372], [3.259, 1.902, 0.261], [0.850, 2.832, -0.452], [0.572, 3.182, -1.988], [0.245, -0.496, -6.580], [-1.061, -0.090, -6.245], [-1.179, 1.184, -5.621], [-0.572, 1.243, -4.215], [-1.120, 0.227, -3.234], [-0.707, 2.559, -3.540], [0.567, -1.253, -5.849], [0.989, 0.302, -6.504], [0.204, -0.989, -7.551], [-0.596, 1.855, -6.262], [-2.241, 1.422, -5.583], [0.502, 1.111, -4.373], [-2.189, 0.246, -3.012], [-0.654, 0.188, -2.250], [-0.880, -0.764, -3.643], [-1.633, 2.578, -3.125], [-0.729, 3.273, -4.270], [1.862, -5.821, 3.196], [1.182, -4.821, 3.916], [-0.202, -4.702, 3.591], [-0.558, -3.244, 3.235], [-0.455, -2.305, 4.426], [-1.930, -3.184, 2.715], [2.871, -5.834, 3.617], [1.957, -5.615, 2.126], [1.448, -6.811, 3.419], [-0.389, -5.315, 2.705], [-0.745, -4.999, 4.493], [0.151, -2.927, 2.465], [-1.357, -2.315, 5.039], [-0.350, -1.260, 4.103], [0.411, -2.357, 5.095], [-1.857, -3.063, 1.708], [-2.398, -4.077, 2.839], [-2.368, 4.370, -1.371], [-3.633, 4.280, -0.769], [-4.246, 5.531, -0.713], [-5.595, 5.518, -0.013], [-5.452, 5.538, 1.429], [-6.495, 4.849, 2.152], [-6.204, 4.936, 3.640], [-4.961, 4.285, 3.834], [-4.342, 4.403, 5.077], [-1.843, 3.420, -1.361], [-1.793, 5.183, -0.914], [-2.406, 4.668, -2.432], [-4.372, 6.023, -1.690], [-3.600, 6.259, -0.195], [-6.195, 4.699, -0.442], [-6.195, 6.380, -0.331], [-4.539, 5.182, 1.682], [-6.602, 3.802, 1.837], [-7.464, 5.332, 1.988], [-6.961, 4.443, 4.262], [-6.103, 5.971, 3.988], [-4.641, 3.677, 5.838], [-4.538, 5.402, 5.492], [-3.257, 4.354, 4.974], [-2.484, -3.201, -4.817], [-2.851, -3.599, -3.508], [-1.798, -3.848, -2.623], [-2.101, -4.717, -1.377], [-2.372, -3.881, -0.198], [-3.469, -2.924, -0.444], [-4.785, -3.678, -0.723], [-4.898, -4.732, 0.232], [-6.125, -5.448, 0.169], [-3.365, -3.018, -5.422], [-1.854, -3.977, -5.265], [-1.873, -2.297, -4.744], [-1.316, -2.946, -2.226], [-0.988, -4.392, -3.122], [-1.153, -5.235, -1.229], [-2.876, -5.466, -1.557], [-2.837, -4.504, 0.461], [-3.337, -2.322, -1.344], [-3.643, -2.351, 0.463], [-5.026, -3.994, -1.741], [-5.595, -2.968, -0.497], [-5.903, -6.428, 0.582], [-6.485, -5.554, -0.857], [-6.896, -4.939, 0.749], [2.653, -0.213, 4.011], [2.684, 0.819, 4.969], [2.449, 0.271, 6.251], [2.762, 1.302, 7.350], [4.124, 1.459, 7.783], [5.141, 1.676, 6.730], [5.896, 0.391, 6.407], [6.656, -0.186, 7.468], [7.085, 0.707, 8.472], [1.630, -0.600, 3.966], [3.388, -1.024, 4.082], [2.893, 0.184, 3.019], [3.044, -0.647, 6.412], [1.492, -0.262, 6.383], [2.138, 1.098, 8.223], [2.432, 2.276, 6.970], [4.381, 0.596, 8.256], [5.896, 2.424, 6.981], [4.635, 2.051, 5.841], [6.575, 0.659, 5.589], [5.236, -0.393, 6.044], [6.298, 1.378, 8.824], [7.895, 1.344, 8.090], [7.531, 0.153, 9.295], [-5.096, -0.524, -3.272], [-5.837, -0.548, -2.084], [-6.493, 0.679, -1.778], [-5.597, 1.657, -1.048], [-5.358, 1.299, 0.358], [-4.462, 0.156, 0.516], [-3.929, 0.112, 1.962], [-3.044, 1.182, 2.183], [-2.428, 1.126, 3.464], [-4.297, 0.216, -3.337], [-5.706, -0.447, -4.184], [-4.691, -1.533, -3.382], [-7.377, 0.550, -1.153], [-6.823, 1.093, -2.735], [-6.059, 2.644, -0.976], [-4.600, 1.820, -1.480], [-4.867, 2.041, 0.854], [-3.684, 0.142, -0.264], [-5.086, -0.723, 0.327], [-3.410, -0.846, 2.082], [-4.812, 0.065, 2.606], [-2.374, 0.094, 3.821], [-3.000, 1.754, 4.149], [-1.404, 1.490, 3.376], [4.899, -1.079, -0.673], [5.693, -0.817, -1.821], [6.986, -1.332, -1.680], [7.795, -0.949, -2.904], [7.487, -1.689, -4.120], [8.336, -1.344, -5.236], [7.705, -1.780, -6.551], [6.536, -1.048, -6.781], [6.070, -0.971, -8.110], [5.368, -0.592, 0.186], [4.929, -2.155, -0.454], [3.858, -0.828, -0.849], [6.992, -2.429, -1.603], [7.490, -0.882, -0.813], [8.829, -1.221, -2.670], [7.623, 0.113, -3.129], [6.511, -1.573, -4.367], [9.337, -1.755, -5.082], [8.494, -0.256, -5.311], [7.559, -2.865, -6.621], [8.440, -1.658, -7.360], [5.230, -0.278, -8.118], [5.674, -1.934, -8.450], [6.905, -0.600, -8.712], [0.874, -0.485, 0.502], [-0.649, -0.436, 0.576], [-1.046, 0.772, -0.048], [1.384, 0.364, 0.959], [1.087, -0.616, -0.562], [1.425, -1.289, 1.004], [-0.951, -0.551, 1.624], [-1.164, -1.249, 0.055], [-1.734, 1.285, 0.395]],
  "atomic_forces_ev_per_a": [[1.2, -0.3, 0.8], [0.1, 0.4, 0.1], [-0.8, 0.0, 0.1], [0.5, 0.1, -0.1], [1.4, -0.2, 0.6], [-0.6, -0.8, -0.3], [0.1, 0.3, 0.2], [-0.8, -0.4, -0.2], [-0.5, 0.2, -0.8], [0.2, 0.2, -0.2], [0.1, 0.0, 0.3], [0.1, 0.0, 0.0], [-0.1, -0.1, 0.0], [-0.1, 0.4, -0.4], [-0.9, 0.0, -0.1], [0.1, 0.0, 0.0], [0.2, 0.2, 0.1], [0.0, -0.7, 0.9], [-0.6, 0.2, 0.2], [0.5, -0.5, 0.1], [0.1, 0.5, 1.0], [0.7, -1.8, -0.3], [-0.4, -0.1, -1.4], [0.1, 0.0, -0.1], [-0.1, 0.1, -0.5], [0.2, 0.3, -0.1], [-0.4, 0.6, 0.1], [0.0, 0.1, -0.2], [0.0, -0.4, 0.3], [-0.1, 0.3, -0.5], [0.3, 0.7, -0.1], [-0.4, 0.0, 0.0], [0.0, 0.1, 0.0], [0.1, 0.2, 0.3], [0.7, 0.0, 0.9], [-0.1, 0.3, -0.2], [0.8, 0.7, 0.0], [0.1, -0.5, 0.7], [0.4, 1.2, 0.5], [0.2, 0.2, -0.5], [0.0, 0.0, -0.2], [-0.3, -0.1, -0.1], [-0.2, 0.0, -0.4], [-0.4, -0.2, 0.2], [-0.4, -0.3, -0.3], [0.0, 0.0, -0.1], [0.0, -0.3, 0.0], [-0.4, -0.1, -0.4], [0.0, -0.9, -0.2], [-0.2, -0.1, 0.0], [0.0, 0.1, 0.1], [0.3, 0.7, -0.5], [-0.2, -0.4, -0.1], [-0.4, 1.6, 0.1], [-0.2, 0.0, -0.5], [0.1, 0.0, -0.3], [-0.2, 0.2, 0.5], [0.4, -0.4, 0.5], [0.4, -0.7, -0.5], [0.0, 1.1, 0.6], [-0.1, 0.0, 0.6], [0.3, -0.4, 0.3], [-0.5, -0.1, 0.0], [0.0, -0.6, -0.3], [0.1, -0.2, 0.3], [0.2, -0.4, 0.5], [0.4, 0.3, 0.0], [-0.1, -0.2, 0.2], [0.0, -0.1, 0.1], [0.1, 0.1, -0.2], [-0.2, 0.0, -0.2], [-0.1, 0.1, -0.2], [-0.3, -0.2, -0.2], [0.0, 0.0, 0.1], [0.0, -0.2, -0.3], [1.1, 0.0, 0.7], [-1.1, -0.2, 0.3], [1.1, -0.8, 0.3], [0.2, 0.9, -0.7], [-0.5, 0.1, -0.3], [-0.9, -1.5, -0.8], [-1.3, 0.9, 1.2], [0.1, -0.3, -0.5], [0.6, 0.3, 0.0], [-0.1, -0.1, 0.2], [-0.1, -0.1, -0.2], [-0.1, 0.2, -0.3], [-0.2, 0.4, -0.2], [-0.1, 0.0, -0.5], [-0.1, -0.2, 0.4], [-0.1, 0.1, -0.2], [0.5, -0.1, 0.2], [0.5, 0.4, 0.4], [0.3, 0.3, -0.1], [0.7, -0.4, -0.1], [0.0, 0.2, -0.1], [-0.3, -0.1, 0.1], [0.1, 0.0, -0.1], [-0.1, 0.0, 0.1], [-0.4, 0.3, -1.4], [0.3, -0.7, 0.3], [0.6, -1.0, 1.0], [-0.9, 0.4, -0.8], [0.9, -0.4, 0.2], [-0.5, -0.6, 0.2], [0.5, 0.5, -0.7], [-0.7, -0.1, 0.4], [0.8, 0.6, -0.4], [0.2, -0.4, -0.1], [-0.1, 0.0, 0.9], [-0.2, 0.5, 0.2], [0.8, 0.4, -0.1], [-0.7, 1.1, -0.4], [0.1, -0.1, 0.0], [-0.1, -0.1, 0.0], [0.1, 0.2, 0.2], [-0.3, 0.2, 0.4], [0.1, -0.2, -0.1], [0.2, -0.2, -0.1], [-0.1, -0.1, 0.0], [0.0, -0.2, 0.2], [0.0, 0.1, 0.0], [-0.3, -0.3, 0.0], [-0.1, -1.1, -0.8], [-0.4, 0.1, 0.5], [0.5, 0.5, -0.5], [0.8, 0.7, 1.2], [0.2, -0.3, 0.3], [-0.8, -0.1, 0.3], [-0.3, -1.1, -1.6], [0.1, 0.0, 0.0], [-0.1, 0.1, -0.2], [0.0, 0.1, 0.3], [-0.4, 0.5, 0.2], [0.4, 0.1, 0.2], [0.1, -0.6, 0.0], [-0.1, 0.3, 0.0], [-0.2, -0.1, -0.5], [-0.2, -0.2, -0.7], [-0.4, 0.5, -0.4], [0.3, 0.0, 0.3], [0.3, -0.2, 0.2], [0.2, 0.0, 0.2], [0.1, 0.5, 0.4], [-0.1, 0.0, 0.1], [0.1, -0.1, 0.2], [-0.1, 0.2, 0.0], [0.8, -0.8, -0.2], [-0.8, -0.1, 0.1], [0.5, 0.1, -0.7], [0.0, -0.3, -0.5], [-0.6, -0.8, 0.4], [-0.4, 0.4, -0.2], [1.2, -0.6, -0.7], [-0.5, 0.3, 0.7], [0.3, -0.2, 0.5], [-0.4, 0.3, 0.2], [-0.1, -0.1, 0.0], [0.1, 0.5, 0.0], [-0.1, 0.1, 0.2], [-0.1, -0.1, 0.1], [0.1, 0.6, 0.0], [0.6, 0.2, 0.5], [0.1, 0.1, -0.1], [-0.1, -0.3, -0.2], [-0.1, 0.1, 0.0], [-0.5, -0.1, 0.5], [0.0, 0.7, 0.0], [0.2, 0.2, 0.0], [0.3, -0.1, -0.2], [-0.3, -0.1, -0.5], [0.4, -0.7, -0.5], [0.0, -0.1, 1.0], [0.2, 0.7, -0.3], [-0.5, 0.6, -0.5], [0.6, 0.5, 0.0], [-0.8, -0.6, 0.0], [-0.3, 0.5, 0.0], [0.5, -0.3, -0.1], [0.0, -0.6, 0.6]],
  "max_force_ev_per_a": 1.981,
  "smiles": "COC[C@H](C)N.COC[C@H](C)N.COC[C@H](C)N.COCCNCCOC.COCCNCCOC.COCCNCCOC.COCCNCCOC.COCCNCCOC.CCO"
}

Computed values of gap between HOMO and LUMO (unit: eV) for the preceding records, in sequence: 9.26, 11.02, 5.43, 9.04.
Computed values of lowest unoccupied orbital energy (unit: eV) for the preceding records, in sequence: -0.65, -4.00, -22.89, 0.50.